No. 1
14
Properties=species:S:1:pos:R:3 method="wB97M-V/def2-TZVPD" relative_energy_kcal_mol=52.2 total_charge=0 smiles=C[C@H]1C[C@H]2O[C@@H]12 spin_multiplicity=1 homo_ev=-9.8 e_lumo_ev=1.172 energy_ha=-270.4747
C -1.54390 0.62195 -0.53319
C -0.34326 -0.30963 -0.47942
C 1.08057 0.34440 -0.48641
C 1.34059 -0.26728 0.88016
O 0.31235 0.14855 1.77542
C 0.02467 -0.90386 0.88115
H -1.47210 1.37208 0.26068
H -2.48390 0.07377 -0.40407
H -1.58880 1.14531 -1.49621
H -0.41811 -1.09284 -1.24161
H 1.12833 1.43307 -0.50044
H 1.71885 -0.07526 -1.26950
H 2.27474 -0.57831 1.34073
H -0.03004 -1.91194 1.27268



No. 2
85
Properties=species:S:1:pos:R:3 method="wB97M-V/def2-TZVPD" relative_energy_kcal_mol=49.1 total_charge=0 smiles="COC[C@H](C)N.COC[C@H](C)N.COC[C@H](C)N.COC[C@H](C)N.NC(N)=O.O.O.O" spin_multiplicity=1 homo_ev=-8.8 e_lumo_ev=-0.180 energy_ha=-1610.4468
C -1.83410 4.33370 -5.36313
C -1.13585 3.51717 -4.22304
C 0.41988 3.48077 -4.35705
O 1.15618 2.82745 -3.29374
C 0.71079 1.51153 -3.05517
N -1.51654 4.11244 -2.92277
H -1.85260 3.87196 -6.35033
H -1.48325 5.35743 -5.49339
H -2.88013 4.37663 -5.05967
H -1.62105 2.54156 -4.25230
H 0.70089 4.53368 -4.33426
H 0.69846 3.14919 -5.35732
H -0.34001 1.40403 -2.78615
H 1.31964 1.03500 -2.28685
H 0.89712 0.97115 -3.98327
H -0.99673 4.97160 -2.81434
H -1.15093 3.44097 -2.26279
C -2.47724 -3.17682 -3.74706
C -1.08006 -2.77081 -4.23961
C -0.02608 -2.93576 -3.12566
O 1.12923 -2.16814 -3.52079
C 2.16640 -2.14709 -2.55621
N -0.79240 -3.48814 -5.45852
H -2.48546 -4.17997 -3.32076
H -3.20139 -3.22896 -4.56007
H -2.87141 -2.45342 -3.03333
H -1.10990 -1.71257 -4.49912
H 0.20133 -3.95843 -2.82473
H -0.36361 -2.67777 -2.12187
H 2.80250 -1.26423 -2.61977
H 2.69871 -3.09609 -2.62049
H 1.85271 -2.15573 -1.51236
H -1.24133 -4.38767 -5.55550
H 0.19740 -3.68389 -5.50418
C 4.81751 2.82317 2.70523
C 3.76443 1.95496 2.05784
C 4.30756 0.92303 1.13584
O 5.19900 1.49151 0.21005
C 4.47239 2.24448 -0.76583
N 2.93241 1.28005 3.11846
H 5.31547 2.40310 3.57912
H 4.26783 3.66234 3.13155
H 5.42506 3.18194 1.87440
H 3.10225 2.62547 1.51008
H 3.49335 0.32433 0.72752
H 4.79063 0.11327 1.68267
H 5.27457 2.65275 -1.38058
H 3.96803 3.04401 -0.22317
H 3.93066 1.62415 -1.47985
H 2.42261 1.93086 3.69867
H 2.26489 0.65777 2.68569
C -3.02370 0.25283 4.32846
C -2.59514 -0.57893 5.53155
C -1.93368 -1.86901 5.17766
O -2.67131 -2.61141 4.19120
C -2.15388 -3.92254 3.92204
N -1.71659 0.30582 6.43117
H -2.10504 0.51947 3.80589
H -3.43858 1.20791 4.65062
H -3.70074 -0.12731 3.56346
H -3.43950 -0.98577 6.08800
H -1.87146 -2.52349 6.04708
H -0.91911 -1.75069 4.79722
H -1.97891 -4.35434 4.90745
H -1.27477 -4.07328 3.29551
H -2.81871 -4.53845 3.31645
H -0.95194 0.51211 5.80439
H -1.46784 -0.05595 7.34075
O -2.43311 1.27690 -0.35864
H -3.28424 1.17682 0.06773
H -1.94015 0.49965 -0.09580
O -2.51738 -2.82393 -0.43363
H -3.11108 -2.70189 -1.17448
H -2.76910 -3.66894 -0.06103
O 0.78748 0.23543 5.33489
H 1.41241 -0.01165 6.01654
H 1.29152 0.19752 4.52203
C -0.30437 -0.90092 1.28844
O 0.56579 -0.49022 2.04933
N -1.46107 -1.34205 1.70888
N -0.17834 -0.88881 -0.01153
H -2.12610 -1.81382 1.11284
H -1.68647 -1.17666 2.67941
H 0.52233 -0.50316 -0.62832
H -0.94702 -1.35918 -0.46759



No. 3
298
Properties=species:S:1:pos:R:3 method="wB97M-V/def2-TZVPD" relative_energy_kcal_mol=0.0 total_charge=+2 spin_multiplicity=1 homo_ev=-7.5 e_lumo_ev=-2.801 energy_ha=-5658.6917
C 3.76565 -0.23753 2.26263
C 2.71949 -1.33877 1.82855
C 1.87127 -0.94062 0.72008
C 0.77686 0.19240 1.01574
N -0.34282 0.44536 -0.06233
C 0.21150 0.61141 -1.46412
C -0.71092 -0.23288 -2.38505
C -1.11514 -1.41647 -1.54369
C -1.32191 -0.72124 -0.20746
C -1.20134 1.71029 0.33448
H 4.20699 -0.56673 3.20334
H 3.20721 0.69594 2.33242
H 4.58987 -0.17995 1.55167
H 2.13885 -1.43095 2.74641
H 3.24762 -2.27240 1.63482
H 1.35590 -1.82857 0.35396
H 2.49351 -0.61236 -0.11249
H 1.19820 1.19565 1.07964
H 0.20692 -0.05170 1.91222
H 0.24177 1.68559 -1.64667
H 1.18868 0.14439 -1.58701
H -1.58411 0.39966 -2.54484
H -0.29490 -0.60676 -3.32060
H -2.09811 -1.80846 -1.80489
H -0.42031 -2.24057 -1.38189
H -2.34766 -0.35994 -0.28097
H -1.30874 -1.42548 0.62439
H -0.48232 2.47092 0.63873
H -1.94721 1.43493 1.08010
H -1.63038 2.01149 -0.62118
C -4.11490 8.14114 -1.58292
C -5.37065 7.97504 -2.42850
C -5.18413 6.97888 -3.61527
C -4.30590 7.53849 -4.87299
N -4.15722 6.52412 -5.96189
C -3.27941 7.08014 -7.13975
C -3.76983 6.41117 -8.40387
C -5.13693 5.71089 -7.94036
C -5.52720 6.17601 -6.54549
C -3.44178 5.26916 -5.38299
H -3.26098 8.35581 -2.22545
H -3.84324 7.24264 -1.02884
H -4.33347 8.94605 -0.88117
H -5.68387 8.95368 -2.79218
H -6.22616 7.58393 -1.87784
H -6.12721 6.71627 -4.09458
H -4.89407 5.97448 -3.30683
H -3.28282 7.70788 -4.53729
H -4.80701 8.36832 -5.37135
H -2.23871 6.88363 -6.88201
H -3.42149 8.16082 -7.13286
H -3.04346 5.76655 -8.89880
H -3.90148 7.23481 -9.10557
H -5.09969 4.62293 -7.99560
H -5.93247 5.98516 -8.63317
H -6.10391 5.49780 -5.91657
H -6.05272 7.12002 -6.68961
H -4.12364 4.67686 -4.77278
H -2.59472 5.58588 -4.77449
H -3.05815 4.67313 -6.21104
C -9.20002 3.18919 3.22263
C -8.42347 1.99942 2.80656
C -8.76006 1.51004 1.36220
C -10.20862 0.88640 1.23643
P -10.78649 -0.13280 -0.22050
C -9.76257 -1.58108 -0.65627
C -9.00664 -2.24840 0.57930
C -8.61577 -3.70768 0.37032
C -7.35502 -3.89408 -0.43441
C -11.03609 0.97552 -1.59098
C -11.36388 2.40306 -1.21252
C -11.33072 3.35355 -2.44114
C -11.45320 4.82424 -2.18511
C -12.37615 -0.79726 0.39510
C -13.12553 -1.68172 -0.57172
C -14.40694 -2.28284 0.04102
C -15.49658 -1.34686 0.50279
H -9.18454 3.91828 2.41250
H -8.78018 3.73851 4.06529
H -10.24797 2.95899 3.41475
H -8.51774 1.20964 3.55186
H -7.36253 2.23872 2.87896
H -7.95562 0.83804 1.06318
H -8.69891 2.34463 0.66375
H -10.90128 1.69804 1.45906
H -10.28171 0.11779 2.00584
H -9.02001 -1.31050 -1.40692
H -10.35736 -2.37768 -1.10322
H -9.65865 -2.19138 1.45092
H -8.23545 -1.59679 0.99008
H -9.42982 -4.16812 -0.18951
H -8.65002 -4.23494 1.32370
H -6.48649 -3.55206 0.12842
H -7.25713 -3.36670 -1.38329
H -7.10885 -4.95064 -0.54014
H -11.58135 0.51962 -2.41737
H -10.05185 1.02138 -2.05710
H -10.58682 2.80246 -0.56075
H -12.28184 2.63460 -0.67232
H -12.08112 2.96853 -3.13164
H -10.45633 3.11799 -3.04780
H -10.61251 5.18345 -1.59155
H -12.42233 5.14865 -1.80612
H -11.43151 5.39511 -3.11342
H -12.83426 0.08343 0.84522
H -12.00444 -1.38709 1.23298
H -12.51683 -2.46033 -1.03146
H -13.42464 -1.03558 -1.39704
H -14.29185 -2.92116 0.91704
H -14.91105 -2.93439 -0.67273
H -15.17659 -0.79174 1.38458
H -16.42660 -1.85087 0.76571
H -15.77229 -0.59912 -0.24085
C 4.67425 -3.59358 8.34955
C 4.18808 -2.35591 9.04520
C 5.30263 -1.50290 9.56230
C 4.81344 -0.39527 10.45669
P 6.00956 0.49552 11.39037
C 7.48280 0.74589 10.33575
C 7.20782 1.72822 9.22701
C 8.22013 1.60307 8.10641
C 8.43530 2.78674 7.16307
C 5.32543 2.10295 11.83355
C 3.97157 2.14032 12.61669
C 3.44774 3.55746 12.84589
C 2.06511 3.87310 13.34832
C 6.52217 -0.51601 12.88287
C 7.40639 -1.83058 12.74110
C 6.63992 -3.12889 12.69977
C 7.58480 -4.27314 12.39193
H 3.95426 -4.41191 8.34258
H 5.44994 -4.10074 8.92332
H 5.03417 -3.42567 7.33448
H 3.58357 -2.67515 9.89418
H 3.36923 -1.80609 8.58121
H 5.75362 -1.04211 8.68344
H 6.06257 -2.04927 10.12091
H 4.18568 -0.72998 11.28251
H 4.23437 0.35494 9.91822
H 7.78446 -0.25412 10.02416
H 8.18658 1.22507 11.01633
H 7.32648 2.71480 9.67499
H 6.19911 1.69478 8.81532
H 7.89506 0.76834 7.48540
H 9.18896 1.24814 8.45781
H 9.14870 2.46080 6.40616
H 8.77365 3.71458 7.62430
H 7.55479 3.02984 6.56832
H 5.14316 2.65903 10.91396
H 6.19716 2.56225 12.29961
H 4.27573 1.76236 13.59277
H 3.15381 1.54693 12.20773
H 3.69852 4.16516 11.97645
H 4.04100 3.96319 13.66536
H 2.04580 4.49410 14.24391
H 1.52681 2.98835 13.68822
H 1.44891 4.15316 12.49395
H 5.57515 -0.67504 13.39857
H 7.19138 0.19574 13.36628
H 8.12254 -1.83938 13.56278
H 8.01778 -1.70125 11.84803
H 5.75074 -3.25724 12.08253
H 6.21834 -3.32001 13.68661
H 7.11367 -5.25484 12.34277
H 8.39181 -4.37067 13.11808
H 7.89878 -4.04267 11.37389
C -0.18237 -7.21997 3.65574
C -0.28863 -6.83223 2.24240
C 0.31506 -7.78770 1.19908
C 1.84165 -7.80226 1.17722
P 2.73616 -8.85460 -0.01755
C 2.73115 -10.66232 0.28005
C 3.60100 -11.51993 -0.63972
C 3.27569 -13.00114 -0.49168
C 3.48276 -13.53367 0.94105
C 1.82401 -8.62934 -1.62358
C 0.64153 -9.61078 -1.86466
C -0.04545 -9.24960 -3.19221
C -0.87963 -7.91473 -3.15185
C 4.46188 -8.39618 -0.26540
C 5.27912 -8.69684 1.00815
C 6.67618 -8.06521 0.93053
C 6.64424 -6.61250 1.33310
H 0.76914 -7.68308 3.91706
H -0.86217 -8.01484 3.96263
H -0.34268 -6.49775 4.45624
H 0.05411 -5.81133 2.07392
H -1.36322 -6.94421 2.09821
H 0.02238 -7.38748 0.22837
H -0.08102 -8.80305 1.21499
H 2.20197 -7.97894 2.19065
H 2.22635 -6.81602 0.91752
H 1.69725 -10.99518 0.37143
H 3.11028 -10.73499 1.29940
H 4.66322 -11.31294 -0.50950
H 3.25030 -11.22308 -1.62815
H 3.96902 -13.53306 -1.14319
H 2.24199 -13.18822 -0.78251
H 4.47329 -13.21151 1.26224
H 3.44295 -14.62293 0.94685
H 2.72071 -13.19029 1.64067
H 2.56936 -8.70213 -2.41558
H 1.47663 -7.59617 -1.62265
H -0.01282 -9.39376 -1.02036
H 0.84236 -10.67196 -1.71742
H -0.70334 -10.05439 -3.52022
H 0.68686 -9.12846 -3.99045
H -0.25805 -7.12019 -2.73902
H -1.72024 -8.08011 -2.47796
H -1.21150 -7.62262 -4.14816
H 4.48358 -7.34762 -0.56227
H 4.86704 -8.91550 -1.13388
H 5.43982 -9.76057 1.18346
H 4.87903 -8.15922 1.86780
H 7.09311 -8.20755 -0.06646
H 7.37536 -8.55361 1.60929
H 7.58074 -6.07455 1.18587
H 6.37740 -6.49344 2.38320
H 5.90887 -6.01386 0.79554
C 5.23360 7.43933 -10.58709
C 5.61907 6.86560 -9.22894
C 4.75111 5.68033 -8.77062
C 5.15351 5.18461 -7.31067
P 4.86611 3.54322 -6.77448
C 5.51183 3.44581 -5.11750
C 4.69779 4.22021 -4.03377
C 5.30683 4.06667 -2.54915
C 4.48595 4.93798 -1.57270
C 5.80801 2.35061 -7.84281
C 7.36235 2.55631 -7.76295
C 8.04612 2.87750 -9.11261
C 8.13528 1.62790 -10.04541
C 3.12874 3.22817 -6.73101
C 2.28114 2.43450 -7.84137
C 2.31562 3.12535 -9.24092
C 1.36061 2.46139 -10.28359
H 5.29057 6.71065 -11.39571
H 5.89369 8.27410 -10.82279
H 4.27811 7.95065 -10.70408
H 5.56229 7.71800 -8.55196
H 6.66726 6.56969 -9.18606
H 4.97619 4.78073 -9.34348
H 3.68113 5.88696 -8.74725
H 4.65133 5.77358 -6.54318
H 6.21458 5.40854 -7.20075
H 6.50220 3.90005 -5.08693
H 5.54083 2.42403 -4.73903
H 3.69903 3.80328 -3.90426
H 4.64548 5.26963 -4.32375
H 6.36352 4.32542 -2.48156
H 5.35782 3.00558 -2.30503
H 4.96515 5.23746 -0.64061
H 3.48129 4.61874 -1.29548
H 4.17428 5.86236 -2.05899
H 5.42225 2.51955 -8.84817
H 5.41149 1.35480 -7.64472
H 7.87241 1.66493 -7.39774
H 7.56489 3.34649 -7.03997
H 9.00691 3.29433 -8.81055
H 7.51374 3.63060 -9.69355
H 7.11090 1.31283 -10.24408
H 8.65195 0.76462 -9.62601
H 8.70831 1.88905 -10.93511
H 2.65006 4.17880 -6.49596
H 3.02873 2.67451 -5.79743
H 1.31321 2.17976 -7.40971
H 2.83426 1.50718 -7.99044
H 3.30510 3.20504 -9.69112
H 2.04740 4.18057 -9.18927
H 0.27999 2.50098 -10.14658
H 1.51097 1.38227 -10.31541
H 1.50073 3.00275 -11.21922
C 1.16546 9.10364 -1.63133
C 0.87053 7.84449 -2.46453
O 0.35949 6.82771 -1.99127
O 1.09980 7.92380 -3.72260
H 0.59663 10.00352 -1.86529
H 2.22392 9.33127 -1.75765
H 0.86585 8.84168 -0.61659
C -1.66160 5.17040 5.19110
C -1.66071 3.97410 6.11371
O -1.31311 2.91476 5.56602
O -1.77959 4.12007 7.36259
H -0.63205 5.21890 4.83647
H -1.96614 6.17555 5.48270
H -2.31989 4.87633 4.37363
C 2.76475 -4.43270 -5.99764
C 3.16619 -3.48829 -4.74781
O 3.22170 -4.07712 -3.61899
O 3.46600 -2.33369 -5.02474
H 1.68345 -4.41590 -5.86124
H 3.15809 -5.44919 -6.01010
H 2.89243 -3.98675 -6.98400
O -6.08420 0.56847 -6.51227
C -6.31510 -0.04967 -5.36181
O -6.44215 -1.23510 -5.56135
O -6.30270 0.57348 -4.26824
H -6.16559 -0.36838 -6.70536



No. 4
64
Properties=species:S:1:pos:R:3 method="wB97M-V/def2-TZVPD" relative_energy_kcal_mol=119.9 total_charge=+1 spin_multiplicity=1 homo_ev="-8.5 / -8.5" e_lumo_ev="-4.526 / -4.526" energy_ha=-4456.2205
Pd -0.22520 -0.21440 -0.57760
N 0.75630 1.61050 -1.02160
C 2.13940 1.74680 -0.54180
C 2.24650 1.24760 0.90630
N 1.79800 -0.13000 1.03010
C 2.76040 -1.17550 0.72520
C 2.72600 -1.56100 -0.76770
N 1.33510 -1.72880 -1.18940
H 0.71390 1.89070 -2.00220
H 0.17400 2.25870 -0.48400
H 2.46990 2.79360 -0.58500
H 2.78690 1.16580 -1.19900
H 1.59430 1.86760 1.52810
H 3.28220 1.38720 1.24620
H 1.35670 -0.29270 1.93040
H 2.49080 -2.06370 1.30410
H 3.78660 -0.89310 1.00110
H 3.29840 -2.48960 -0.90080
H 3.19770 -0.79440 -1.38690
H 0.91400 -2.47200 -0.62680
H 1.26820 -1.99560 -2.16970
C -4.86280 2.53680 -3.44410
C -4.04980 1.70640 -4.43080
C -3.66570 0.34290 -3.85240
N -2.77570 0.52580 -2.72090
C -3.01270 0.23570 -1.42780
S -2.21340 1.13060 -0.20430
N -3.87710 -0.72950 -1.03280
C -4.19690 -1.95030 -1.56520
O -5.21570 -2.56240 -0.94190
C -3.48350 -2.60620 -2.61700
C -4.11820 -3.68880 -3.25980
C -3.46910 -4.41860 -4.22990
C -2.16390 -4.10750 -4.58840
C -1.52800 -3.04150 -3.96960
C -2.16300 -2.29670 -2.99900
H -5.09390 3.50810 -3.87240
H -4.32150 2.69470 -2.51230
H -5.80190 2.03960 -3.21500
H -3.14370 2.24840 -4.71250
H -4.63100 1.54250 -5.33850
H -3.16170 -0.26090 -4.61480
H -4.55930 -0.18990 -3.52890
H -2.08500 1.25900 -2.84520
H -4.24510 -0.59210 -0.09130
H -5.13000 -3.93610 -2.97590
H -3.97970 -5.23780 -4.71170
H -1.64550 -4.68890 -5.33530
H -0.52020 -2.78560 -4.25610
H -1.59860 -1.52070 -2.49150
Br -3.28670 -0.53500 3.53220
C -3.84210 -1.83560 2.30080
C -5.18300 -2.28940 2.33690
C -5.67630 -3.10110 1.37310
C -4.84230 -3.49930 0.21420
C -3.39600 -3.31950 0.46820
C -2.94920 -2.38170 1.35940
C -1.59040 -1.77780 1.10100
O -0.94290 -1.13290 1.91490
O -1.25470 -1.90930 -0.12600
H -5.80480 -1.95610 3.15160
H -6.70550 -3.41870 1.39130
H -5.09220 -4.49460 -0.15560
H -2.69340 -3.79610 -0.19780



No. 5
14
Properties=species:S:1:pos:R:3 method="wB97M-V/def2-TZVPD" total_charge=+1 spin_multiplicity=2 homo_ev="-9.3 / -9.3" e_lumo_ev="-5.185 / -5.214" energy_ha=-493.0554
O -3.16710 -0.05150 0.62408
C -2.77968 -0.12879 1.97015
C -2.31430 -1.48580 2.37507
Tl -2.16334 -0.89962 -0.78598
Li -4.31074 1.31569 0.40790
H -3.43003 0.24652 2.78898
H -1.95282 0.56311 2.20320
H -1.32280 -1.51633 2.83790
H -2.97427 -2.34574 2.23597
C 2.73153 -2.63935 1.88120
C 2.64115 -2.03654 0.79543
O 2.08147 -1.51207 -0.19410
Li 0.71295 -0.96482 -1.21256
H 3.09006 -3.38182 2.57032



No. 6
9
Properties=species:S:1:pos:R:3 method="wB97M-V/def2-TZVPD" relative_energy_kcal_mol=73.7 total_charge=0 smiles="O=NCl.C=NO" spin_multiplicity=1 homo_ev=-9.7 e_lumo_ev=-0.135 energy_ha=-759.8939
C -1.39767 -0.26336 -0.67970
N 2.13071 -0.43484 -0.25852
N -0.39573 -0.14820 0.03620
O -0.41167 0.76698 1.00815
O 2.14954 0.69740 -0.02860
Cl 2.81409 -1.61459 0.84283
H -2.20776 0.57616 -0.48862
H -1.51268 -1.07871 -1.33147
H -1.16883 1.49916 0.89974